Record 1
The ion C20H24NO2 with charge +1 in a non-equilibrium geometry, computed with ωB97M-V/def2-TZVPD.

Geometry as ORCA input:
```
! wB97M-V def2-TZVPD RIJCOSX def2/J DEFGRID3
* xyz 1 1
C -3.54239 1.33018 -0.85325
C -3.15824 0.16142 0.02078
C -3.60486 0.17603 1.47050
N -1.58279 -0.02637 -0.20036
C 0.02242 0.68363 -0.29075
C 0.60066 0.52297 1.09518
C 1.26629 -0.64327 1.50213
C 1.97264 -0.65260 2.68347
C 1.83001 0.45173 3.54663
C 0.88753 1.47304 3.29535
C 0.30172 1.52972 2.03562
C 0.91294 2.46944 4.40997
C 2.20382 2.07449 5.13926
O 2.63520 0.74733 4.60532
C 0.72293 -0.14038 -1.39854
C 2.01775 0.23938 -1.83772
C 2.66492 -0.41656 -2.89134
C 1.94045 -1.39822 -3.59022
C 0.69698 -1.86855 -3.10632
C 0.16299 -1.29957 -1.94154
C 0.04451 -2.66699 -4.17843
C 1.15506 -2.76020 -5.25170
O 2.24366 -1.85806 -4.83901
H -4.64180 1.53288 -0.86272
H -2.99120 2.23744 -0.53641
H -3.21368 1.06883 -1.87137
H -3.59394 -0.76710 -0.40946
H -4.71489 0.24698 1.53183
H -3.31670 -0.77845 1.92415
H -3.16922 1.00150 2.05778
H -1.39785 -0.79732 0.46775
H -1.58602 -0.48223 -1.16654
H -0.15281 1.75607 -0.56142
H 1.20035 -1.55266 0.89450
H 2.60790 -1.48614 2.95044
H -0.41431 2.34248 1.83229
H 0.04898 2.37053 5.08873
H 0.95187 3.50693 4.04813
H 3.01620 2.78782 4.92416
H 2.07552 1.94045 6.22150
H 2.54247 1.03396 -1.30843
H 3.68403 -0.15612 -3.19929
H -0.63227 -1.91539 -1.47549
H -0.27663 -3.65784 -3.83068
H -0.82863 -2.12592 -4.58440
H 0.84447 -2.44786 -6.25454
H 1.56397 -3.78744 -5.30557
*
```

The max |F| is 2.4 eV/A. Its structure (SMILES) is CC(C)[NH2+]C(c1ccc2c(c1)CCO2)c1ccc2c(c1)CCO2. The frontier orbital gap is 8.35 eV. As for the energy above the lowest of the compared OMol25 structures with the same formula, charge and spin: 297.4 kJ/mol.

---

Record 2
A cluster of 2 separate species, C8H16N2O in total in a non-equilibrium geometry, computed with ωB97M-V/def2-TZVPD.

Geometry as ORCA input:
```
! wB97M-V def2-TZVPD RIJCOSX def2/J DEFGRID3
* xyz 0 1
H -3.39073 -2.34682 -0.97474
N -2.79304 -1.57993 -0.67674
C -3.45620 -0.78097 0.06701
N -2.84208 0.32505 0.64978
C -1.80321 0.98429 -0.14440
C -3.13962 1.57476 -0.00851
H -4.52475 -0.90923 0.36181
H -1.54923 0.46511 -1.06444
H -0.98570 1.40411 0.45151
H -3.82024 1.53765 -0.87308
H -3.25895 2.40157 0.70013
C 2.26173 1.59707 -0.46707
C 2.49136 0.12448 -0.12132
C 3.97358 -0.23102 -0.21931
C 1.51526 -0.88136 -0.71559
C 1.06097 -1.13716 0.72972
O 1.97667 -0.13923 1.21810
H 2.65058 1.82240 -1.47568
H 2.78621 2.25899 0.25564
H 1.19610 1.88087 -0.46174
H 4.37063 -0.02185 -1.21188
H 4.51485 0.33044 0.53035
H 4.14764 -1.28348 0.01614
H 0.76112 -0.38142 -1.35951
H 1.99793 -1.74759 -1.20273
H 1.31602 -2.13461 1.09627
H -0.00223 -0.87869 0.93255
*
```

The max |F| is 1.4 eV/A. Its structure (SMILES) is [H]/N=C/N1CC1.CC1(C)CCO1. The frontier orbital gap is 10.31 eV. As for the energy above the lowest of the compared OMol25 structures with the same formula, charge and spin: 274.2 kJ/mol.

---

Record 3
The ion BrO3S with charge -1 in a non-equilibrium geometry, computed with ωB97M-V/def2-TZVPD.

Geometry as ORCA input:
```
! wB97M-V def2-TZVPD RIJCOSX def2/J DEFGRID3
* xyz -1 1
O -0.61241 0.88769 1.25158
S -0.25494 0.17661 0.01403
O -0.37059 0.99162 -1.13361
O -0.67035 -1.75775 -0.09330
Br 1.90829 -0.29817 -0.03871
*
```

The max |F| is 5.9 eV/A. Its structure (SMILES) is O=S(=O)([O-])Br. The frontier orbital gap is 8.37 eV. As for the energy above the lowest of the compared OMol25 structures with the same formula, charge and spin: 324.9 kJ/mol.

---

Record 4
A structure of composition C2H6AlO in a non-equilibrium geometry, computed with ωB97M-V/def2-TZVPD.

Geometry as ORCA input:
```
! wB97M-V def2-TZVPD RIJCOSX def2/J DEFGRID3
* xyz 2 2
Al 13.45301 13.17268 -11.16857
C 10.35376 14.40805 -13.49325
C 10.61403 13.06094 -14.27586
O 11.60476 12.44114 -13.40067
H 9.61543 14.26294 -12.70464
H 9.92083 15.20308 -14.10038
H 11.20630 14.82938 -12.96056
H 11.01257 13.38833 -15.23611
H 9.69986 12.49911 -14.46762
H 11.74563 11.52174 -13.63829
*
```

The max |F| is 4.5 eV/A. The frontier orbital gap (spin up / spin down) is 11.57 / 4.84 eV. As for the energy above the lowest of the compared OMol25 structures with the same formula, charge and spin: 158.7 kJ/mol. As for the expectation value of S²: 0.755.